Record 1
Formula: C16H15ClF3NO
Source: the Open Molecules 2025 dataset
Level of theory: wB97M-V/def2-TZVPD

Last column: Mulliken charge in e.
CARTESIAN COORDINATES (ANGSTROEM)
F -4.9103 2.9864 -0.6085  -0.2459
H -2.6086 -2.1080 -1.9443  0.3447
H -2.5114 -2.9428 -0.3586  0.3190
H 3.4384 2.3407 3.2488  0.3376
C -0.9733 1.0745 -1.2158  -0.4584
C -2.1243 -0.3134 0.4242  -0.4381
H -0.1940 -4.4242 -1.6889  0.3020
H 1.7999 0.4770 3.0797  0.3744
H 1.0260 -3.6220 -0.6416  0.3247
C -3.0003 0.7279 0.6831  -0.7334
C 2.5918 0.5880 2.3437  -0.4498
N -0.6297 -2.4530 -1.2187  0.1790
F -4.3424 3.0053 1.5149  -0.2585
C -1.8614 2.1074 -0.9677  -0.7470
H 3.8343 -0.9604 -0.4559  0.3766
H 5.4493 0.9194 -0.2799  0.3417
H -3.7850 0.6225 1.4290  0.4314
C 4.5345 1.7492 1.4883  0.3635
H -2.0487 -3.8028 -1.8461  0.3261
H -0.1941 1.1835 -1.9731  0.4208
Cl 5.6496 3.0381 1.6038  -0.2601
C 4.6456 0.8127 0.4448  -0.3980
H -1.7809 3.0531 -1.4987  0.4191
C -2.0418 -2.8309 -1.3442  -0.8341
C -2.8618 1.9249 -0.0162  0.3065
C -0.2261 -1.2429 -0.9223  -0.5277
C 3.5062 1.6169 2.4401  -0.4106
C 0.3547 -3.5008 -1.4993  -0.8159
H 0.9516 -3.2440 -2.3834  0.3245
H -2.2299 -1.2548 0.9653  0.5699
C 2.5740 -0.3220 1.2045  0.0333
F -3.2698 4.2762 0.0832  -0.2565
C 3.7415 -0.2253 0.3396  -0.3992
H 0.8347 -1.0435 -1.0888  0.4079
O 1.6026 -1.0921 0.9593  -0.7602
C -3.8356 3.0426 0.2465  0.8506
C -1.1051 -0.1636 -0.5470  0.6400

Properties
HOMO-LUMO gap = 0.1595 Eh
Highest occupied orbital energy = -0.217 hartree
Charge = 0

=====

Record 2
Formula: C29H25N5NdO2
Source: the Open Molecules 2025 dataset
Level of theory: wB97M-V/def2-TZVPD

Last column: Mulliken charge in e.
CARTESIAN COORDINATES (ANGSTROEM)
C 0.8578 3.1797 4.2941  -0.2719
O 3.3775 -1.0257 1.3050  -0.7231
C 3.9903 0.6010 -0.8779  -0.6865
H 1.2478 -2.4836 -4.5982  0.4333
C -0.8533 -3.7592 2.4265  -1.0155
C -3.0446 -0.6335 -2.0266  0.8688
C -3.9244 0.8426 -0.3903  0.0330
H -3.0000 -1.8938 -4.4849  0.3665
N 1.1919 -1.2497 0.5910  0.0641
C -0.2977 2.9331 2.2264  0.6926
N 0.2593 1.7398 2.0105  0.2031
H 0.9973 2.5019 -2.2601  0.4757
C 1.0045 -2.2793 1.6010  -0.6647
O -1.0283 2.8103 -0.0519  -0.3899
H -6.0707 0.8726 -0.1674  0.4046
H 1.3642 -1.3775 -2.3817  0.3770
H -2.5157 -4.9051 3.1333  0.4262
H -4.5041 -1.8796 -3.0315  0.3272
H -2.3015 3.2256 1.5336  0.3136
N -1.3538 -1.6131 1.5332  0.1957
C -5.4225 -0.5540 -1.6379  -0.6303
C -0.9048 -2.2648 -4.7001  -0.3458
C -0.4573 -2.5551 1.8585  0.6095
C 1.1139 1.2552 2.9244  -0.0544
H -3.3441 -1.0574 1.4580  0.3750
C 1.8642 1.9613 -1.9006  -0.2660
C -4.3309 -1.0947 -2.3046  -0.9580
C 0.4178 -1.4982 -2.8950  -0.0521
H -3.8052 1.5833 0.4037  0.1586
H 1.4926 -3.2141 1.3106  0.4448
C -1.2810 3.4447 1.2101  -0.5824
H 4.7923 0.0493 -0.4089  0.5645
C 3.1253 2.2577 -2.3732  -0.8652
H -1.0091 -2.7332 -5.6709  0.4278
H 2.1378 1.5036 4.7761  0.4822
H 3.2530 3.0187 -3.1306  0.4396
C -2.6590 -1.8334 1.7748  -0.0424
H -4.1762 -3.1233 2.5390  0.4397
C -2.8025 0.3259 -1.0375  -0.0579
H 1.0993 3.7517 5.1806  0.4279
N 1.6460 1.0123 -0.9824  0.3391
H -0.1093 -4.5111 2.6572  0.4857
C -1.8843 -1.1789 -2.7972  0.9665
C 2.4396 -0.7380 0.5668  -0.1880
C -3.1180 -2.9900 2.3622  -0.9326
H -1.6891 3.1037 -0.6878  0.2794
Nd -0.5268 0.2389 -0.0450  0.3285
H -6.4215 -0.9059 -1.8617  0.4237
H 1.5573 0.2912 2.7087  0.4323
H -1.1840 4.5254 1.1117  0.4539
N -0.6590 -1.0163 -2.2617  0.2157
C 4.2070 1.5641 -1.8475  -0.4282
C 1.4381 1.9394 4.0771  -1.1607
C -0.0213 3.6869 3.3550  -0.9940
C -5.2239 0.4361 -0.6840  -0.9280
H 5.2117 1.7779 -2.1902  0.4475
C -2.1917 -3.9722 2.6891  -0.2574
C 2.6910 0.3351 -0.4847  0.7238
H -0.4797 4.6590 3.4840  0.4603
H 1.4835 -2.0019 2.5472  0.4339
C -2.0227 -1.7987 -4.0361  -0.9968
C 0.3478 -2.1243 -4.1192  -1.0496

Properties
Multiplicity = 4
HOMO-LUMO gap (spin up / spin down) = 0.2977 / 0.2981 Eh
Highest occupied orbital energy (spin up / spin down) = -0.389 / -0.388 hartree
Charge = +1

=====

Record 3
Formula: C7H14F2O4P
Source: the Open Molecules 2025 dataset
Level of theory: wB97M-V/def2-TZVPD

Last column: Mulliken charge in e.
CARTESIAN COORDINATES (ANGSTROEM)
C -0.2315 0.4807 -0.3252  1.1333
C 3.0892 1.1338 1.5153  0.0940
H -2.7617 -0.9348 -3.6125  0.3982
F 2.8305 2.5014 1.8585  -0.3160
C -2.7376 -0.0750 -2.9701  -1.2920
P 1.1851 -0.3563 -1.2724  0.6904
C 0.3424 1.7868 0.0386  -1.0704
H -2.3021 0.8206 -3.3873  0.2954
H 1.2084 -0.7811 1.6420  0.0300
O 1.5269 -1.8204 -1.2638  -0.6332
O -1.2568 0.7154 -1.2668  -0.4443
C -0.5033 -1.3158 2.8362  -1.4182
F 4.5165 1.1549 1.4102  -0.3638
H -0.9437 -1.0900 -2.5231  0.2049
H 2.7944 0.4123 2.2796  -0.0670
H 1.4461 1.5804 0.3887  -0.0853
C -1.7468 -0.5126 -1.9099  -0.1346
H -1.5644 -1.4505 2.6145  0.3427
H -3.6672 0.1634 -2.5649  0.3298
H 0.2361 2.3948 -0.8538  0.3731
H -0.5452 -0.3579 3.3946  0.3086
O 1.6706 0.4469 -2.4157  -0.6205
O -0.7224 -0.3227 0.7363  -0.3755
C 0.1810 -1.1673 1.4611  0.2155
H -0.1095 2.1814 0.9111  0.4298
H 0.2477 -2.2022 0.9942  0.2417
H -2.0304 -1.2503 -1.1227  0.3095
H -0.1521 -2.1357 3.4072  0.4239

Properties
ΔE to the lowest compared entry with this formula, charge and spin = 0.0000 eV
HOMO-LUMO gap (spin up / spin down) = 0.2181 / 0.2182 Eh
Highest occupied orbital energy (spin up / spin down) = -0.101 / -0.101 hartree
Charge = -1

=====

Record 4
Formula: C33H45BF24I2N2O6P
Source: the Open Molecules 2025 dataset
Level of theory: wB97M-V/def2-TZVPD

Last column: Mulliken charge in e.
CARTESIAN COORDINATES (ANGSTROEM)
H -0.3647 5.0686 -0.3002  0.2169
H -2.4520 4.2306 0.3510  0.3158
H -2.5652 2.0018 -0.6039  0.1933
H 4.6662 0.9059 -10.2912  0.3075
C 4.8727 3.4237 0.8635  -1.5544
H -2.7492 5.0063 -1.1846  0.6226
F -0.0830 -6.7577 3.7874  -0.2137
C -8.1186 -2.8030 1.6929  0.8139
I -4.9605 2.9037 -1.2423  0.0544
F -7.4017 -0.0349 3.7476  -0.2744
B -0.2606 -0.3568 2.3972  0.1885
H 3.1508 5.2908 1.7108  0.6708
O -0.2788 -1.1277 3.5254  -0.2062
F -5.7888 -2.3476 3.9622  -0.2444
C -1.9316 -4.2966 2.4996  0.9804
C 4.0732 -2.1335 -1.8895  -1.3186
C 2.8573 3.8644 3.7735  -1.7340
F -8.9653 -4.5339 3.0224  -0.2532
H 2.4435 2.5063 2.1949  -0.2241
F -2.4736 -5.5926 0.6332  -0.2613
F 5.6575 1.0618 -8.5591  -0.2185
F 3.5922 -1.7347 -5.6253  -0.2907
C -1.2876 -5.6209 5.4764  0.8222
C -0.1388 -6.5795 5.1231  0.1900
H 1.8420 -0.0223 2.1379  0.6437
H 2.6860 4.7128 -1.5240  0.3082
C 0.2520 2.4948 0.5880  1.3320
H -6.9899 0.1450 1.0057  0.3469
H -1.9571 -2.8305 3.9909  0.2927
N 0.4087 2.3563 -1.7640  -0.6529
F -6.9048 -3.3844 1.7583  -0.2794
C 2.5948 4.4420 1.2974  -1.4048
H 4.2253 0.4077 -4.5524  -0.3072
C 2.1506 3.5294 2.4541  2.1887
H -4.3978 -1.2040 3.0924  -0.0568
H 5.1590 -2.2199 -1.9381  0.3924
H 1.0682 1.3565 2.8905  0.3600
H 0.0149 -1.7029 -1.4028  0.4756
C 3.6903 -0.9120 -1.0479  -0.4127
H 0.7933 -3.0956 -0.6507  0.4521
H -3.1260 -4.1119 4.3049  0.4930
H -1.6744 -1.3166 1.4927  0.2016
H 2.7954 4.9359 3.9775  0.4047
H 1.6934 0.4028 -8.2843  0.3963
H 3.7143 -2.0514 -2.9135  0.2518
C 3.3616 1.5968 -8.6948  0.8784
H 3.8872 5.6779 -0.6645  0.3853
C 3.6243 4.6603 -0.9676  -1.6469
H -2.5526 2.6432 -2.2689  0.4095
H 5.6542 3.4890 0.1033  0.4470
F -5.0021 -0.5113 4.8593  -0.2863
H -0.5471 4.5740 -2.0016  0.4764
C -6.8089 -0.7649 1.5762  -0.6589
H 1.4059 -2.4433 -2.1917  0.3287
P 2.0529 -1.1030 -0.2023  0.1159
H 0.3549 3.0179 3.5765  0.4633
F 2.4876 2.0528 -9.6385  -0.3246
F -8.4696 -2.6519 4.0268  -0.2176
F -1.2053 -5.4101 6.8080  -0.2970
F 5.3193 1.2871 -5.9706  -0.2339
F 5.0620 2.7902 -9.7681  -0.2562
F -5.7111 0.9188 2.7266  -0.2842
C -2.7726 -5.4524 1.9449  0.1224
H -10.0057 -2.8420 2.7582  0.2747
C 4.0658 -0.6915 -6.3716  0.5550
C 0.8408 1.2583 0.7426  0.5075
H 2.4092 3.3433 4.6218  0.4348
F -2.3364 -3.1968 1.7503  -0.4066
H -6.0146 -1.3129 1.0670  0.3515
H 0.8085 -6.1711 5.4792  0.2526
C 0.9593 0.6214 2.0949  -2.2544
F -0.6304 -4.4940 2.2093  -0.3083
H 4.9191 2.4168 1.2808  0.3504
C -2.1085 -3.9073 3.9696  -0.7600
N 1.0151 1.1932 -1.5937  0.0883
I 1.4554 0.4311 -3.4472  0.2656
F 5.9408 -0.5503 -4.9512  -0.2710
F -2.4793 -6.1754 5.2205  -0.2849
H -3.8395 -5.2392 2.0488  0.2699
O -1.3015 -0.4256 1.5144  -0.1539
H 3.0635 -0.5585 -8.8300  0.3214
O -1.1393 -4.4119 4.8571  -0.4883
H 0.5779 -1.3646 3.8844  0.2193
C 2.7704 0.2761 -8.1936  -0.7702
C 0.9760 -2.1894 -1.2274  -1.2951
C -6.3478 -0.2711 2.9507  0.8405
C 0.0113 3.0192 -0.7129  0.2028
C 4.7196 1.5411 -9.4036  0.0656
H 3.0189 2.8258 -0.0590  -0.9363
C -8.9822 -3.1900 2.9044  0.1740
C 3.5003 3.7595 0.2629  2.3337
H 1.7291 4.8696 0.7906  0.2080
C 1.2583 0.5764 -0.4188  0.9877
F 3.4044 2.4931 -7.6895  -0.2639
O -8.0368 -1.4542 1.5317  -0.4167
C 4.8835 0.1620 -5.3885  0.9031
H 3.7017 -3.0655 -1.4600  0.3796
H 4.4084 4.3123 -1.6427  0.4167
H 0.3702 4.6481 2.9262  0.4232
H 3.7406 -0.0003 -1.6442  0.3864
H 4.4059 -0.7843 -0.2338  0.3389
C -0.7344 4.2918 -0.9656  -1.2753
C -5.3076 -1.1168 3.6934  0.4736
C -2.2527 4.1536 -0.7194  -0.6830
C 0.6551 3.6163 2.7119  -2.0571
F -8.7482 -3.3081 0.6080  -0.3079
O -0.1934 3.2545 1.5840  -0.2843
C -2.8278 2.8464 -1.2365  -0.8673
H 3.9121 3.5976 3.7213  0.3659
O 2.9801 -0.0096 -6.8202  -0.2244
H 5.1416 4.1340 1.6492  0.2675
F 4.8142 -1.1994 -7.3484  -0.2854
F -2.4671 -6.5929 2.5829  -0.2350
F -0.3761 -7.7663 5.7108  -0.2591

Properties
HOMO-LUMO gap = 0.2771 Eh
Highest occupied orbital energy = -0.427 hartree
Charge = +1

=====

Record 5
Formula: C4H12O
Source: the Open Molecules 2025 dataset
Level of theory: wB97M-V/def2-TZVPD

Last column: Mulliken charge in e.
CARTESIAN COORDINATES (ANGSTROEM)
C 2.7092 0.4552 -1.4375  -0.5035
H 2.9255 1.0429 -2.3252  0.2328
H -2.6544 -0.5683 -0.3120  0.3065
C -0.7006 -1.2408 0.0845  -1.1603
H -0.5934 -1.7640 -0.8766  0.3282
H -1.0166 -1.9890 0.8267  0.3809
H 2.0916 0.8627 0.3550  0.2898
H 2.0852 -0.4002 -1.7101  0.2149
C -1.9020 0.5013 1.5009  -1.0624
C -1.7502 -0.1258 0.0915  -0.1357
O 2.0758 1.3042 -0.4978  -0.4872
H -1.4534 0.6892 -0.5639  0.2303
H 0.3017 -0.9283 0.3892  0.2021
H -2.9298 0.5274 1.8450  0.2983
H 3.6681 0.0746 -1.0777  0.2585
H -1.2728 0.0194 2.2387  0.3174
H -1.5840 1.5394 1.4694  0.2896

Properties
ΔE to the lowest compared entry with this formula, charge and spin = 0.6934 eV
HOMO-LUMO gap = 0.4198 Eh
Highest occupied orbital energy = -0.385 hartree
Charge = 0

=====

Number 1: E -1508.41332 Ha. Number 2: E -2105.72010 Ha. Number 3: E -1117.11873 Ha. Number 4: E -5203.64359 Ha. Number 5: E -234.80713 Ha.